The following is a quantum chemistry calculation of a 6-piece molecular cluster, C30H54N4O14P overall, from the OMol25 dataset.

Last columns: bonded neighbours and bond lengths (Å).
Positions of all 103 atoms, in Å:
1 C 2.08958 -4.22539 0.09887  C2 1.516, H20 1.091, H21 1.090, H22 1.089
2 C 1.28681 -3.51221 1.16941  C1 1.516, O3 1.446, H23 1.091, H24 1.087
3 O 0.01915 -3.02346 0.67414  C2 1.446, N4 1.381
4 N 0.27640 -1.97858 -0.19148  O3 1.381, C5 1.307, H25 1.021
5 C -0.72384 -1.49786 -0.88176  N4 1.307, N6 1.356, N19 1.349
6 N -0.49725 -0.38681 -1.62516  C5 1.356, C7 1.467, H26 1.009
7 C -1.46571 0.04502 -2.63943  N6 1.467, C8 1.527, H27 1.088, H28 1.090
8 C -2.77903 -0.73211 -2.58242  C7 1.527, C9 1.528, H29 1.093, H30 1.090
9 C -3.11716 -1.30857 -1.20853  C8 1.528, C10 1.544, P15 1.828, N19 1.494
10 C -4.30685 -2.27598 -1.38898  C9 1.544, C11 1.526, H31 1.096, H32 1.091
11 C -5.07373 -2.76926 -0.16549  C10 1.526, C12 1.543, H33 1.089, H34 1.094
12 C -6.39657 -3.46241 -0.55509  C11 1.543, C13 1.533, H35 1.091, H36 1.096
13 C -7.60125 -2.97703 0.25890  C12 1.533, N14 1.465, H37 1.096, H38 1.094
14 N -8.89279 -3.10870 -0.41968  C13 1.465, H39 1.014, H40 1.012
15 P -3.51413 -0.02372 0.02942  C9 1.828, O16 1.467, O17 1.588, O18 1.603
16 O -4.86335 0.52919 -0.12942  P15 1.467
17 O -2.35859 1.06436 -0.02868  P15 1.588, H41 0.982
18 O -3.28293 -0.76839 1.43056  P15 1.603, H42 0.971
19 N -1.92169 -2.11539 -0.81965  C5 1.349, C9 1.494, H43 1.018
20 H 1.44662 -4.67023 -0.66152  C1 1.091
21 H 2.75332 -3.52118 -0.40178  C1 1.090
22 H 2.71464 -5.00144 0.53695  C1 1.089
23 H 1.84074 -2.65705 1.55977  C2 1.091
24 H 1.03789 -4.15565 2.00950  C2 1.087
25 H 1.21119 -1.56825 -0.20289  N4 1.021
26 H -0.14312 0.36593 -1.05354  N6 1.009
27 H -1.63770 1.10910 -2.49349  C7 1.088
28 H -1.03127 -0.06450 -3.63347  C7 1.090
29 H -2.70033 -1.59843 -3.24439  C8 1.093
30 H -3.60847 -0.12590 -2.94585  C8 1.090
31 H -3.84468 -3.14908 -1.86279  C10 1.096
32 H -4.99261 -1.83851 -2.11562  C10 1.091
33 H -5.32833 -1.94662 0.50148  C11 1.089
34 H -4.46197 -3.48431 0.39268  C11 1.094
35 H -6.29349 -4.54523 -0.46491  C12 1.091
36 H -6.61673 -3.23292 -1.60351  C12 1.096
37 H -7.64293 -3.51230 1.21433  C13 1.096
38 H -7.45101 -1.92181 0.50717  C13 1.094
39 H -9.22091 -2.18192 -0.66773  N14 1.014
40 H -8.79813 -3.63120 -1.28155  N14 1.012
41 H -2.74474 1.95356 0.12862  O17 0.982
42 H -4.08245 -0.68091 1.97486  O18 0.971
43 H -2.03803 -2.56161 0.08788  N19 1.018
44 O -2.98997 3.91660 1.24699  C45 1.203
45 C -2.48039 3.80123 2.33066  O44 1.203, O46 1.339, C49 1.506
46 O -2.63946 4.68937 3.31948  C45 1.339, C47 1.447
47 C -1.80704 4.33716 4.44966  O46 1.447, C48 1.530, H50 1.091, H51 1.086
48 C -1.53776 2.83878 4.29603  C47 1.530, C49 1.526, H52 1.087, H53 1.090
49 C -1.55729 2.69765 2.77690  C45 1.506, C48 1.526, H54 1.092, H55 1.087
50 H -0.89498 4.93326 4.39378  C47 1.091
51 H -2.34503 4.59903 5.35574  C47 1.086
52 H -0.61816 2.50965 4.77277  C48 1.087
53 H -2.36350 2.27454 4.73056  C48 1.090
54 H -0.57327 2.87929 2.33903  C49 1.092
55 H -1.93630 1.73980 2.43094  C49 1.087
56 O 3.41917 -1.28503 0.32693  C57 1.204
57 C 3.55973 -0.25714 -0.28377  O56 1.204, O58 1.358, C61 1.506
58 O 2.47423 0.46459 -0.66379  C57 1.358, C59 1.451
59 C 2.89320 1.59365 -1.47351  O58 1.451, C60 1.523, H62 1.091, H63 1.087
60 C 4.35023 1.82377 -1.09578  C59 1.523, C61 1.529, H64 1.087, H65 1.091
61 C 4.82301 0.40809 -0.76289  C57 1.506, C60 1.529, H66 1.090, H67 1.084
62 H 2.77252 1.31790 -2.52259  C59 1.091
63 H 2.23984 2.43336 -1.24846  C59 1.087
64 H 4.92428 2.30507 -1.88303  C60 1.087
65 H 4.40663 2.45103 -0.20534  C60 1.091
66 H 5.18532 -0.12397 -1.64311  C61 1.090
67 H 5.58793 0.37325 0.00457  C61 1.084
68 O -9.97127 -0.28964 -1.12095  C69 1.196
69 C -9.69452 -0.11942 -2.27220  O68 1.196, O70 1.357, C73 1.515
70 O -8.56060 -0.62213 -2.82273  C69 1.357, C71 1.439
71 C -8.43119 -0.18203 -4.18638  O70 1.439, C72 1.525, H74 1.092, H75 1.087
72 C -9.84559 0.17785 -4.62890  C71 1.525, C73 1.527, H76 1.087, H77 1.090
73 C -10.46501 0.65963 -3.31863  C69 1.515, C72 1.527, H78 1.091, H79 1.086
74 H -7.76140 0.68076 -4.20276  C71 1.092
75 H -7.98544 -0.98926 -4.76278  C71 1.087
76 H -9.86511 0.91071 -5.43186  C72 1.087
77 H -10.36298 -0.71752 -4.97462  C72 1.090
78 H -10.29067 1.72235 -3.14126  C73 1.091
79 H -11.52791 0.45529 -3.22876  C73 1.086
80 O 7.73238 0.60815 -0.85334  C81 1.199
81 C 8.24499 1.69120 -0.90822  O80 1.199, O82 1.352, C85 1.514
82 O 7.65144 2.72768 -1.54156  C81 1.352, C83 1.445
83 C 8.52886 3.87618 -1.54867  O82 1.445, C84 1.525, H86 1.091, H87 1.087
84 C 9.48806 3.64956 -0.38488  C83 1.525, C85 1.528, H88 1.087, H89 1.091
85 C 9.58582 2.12511 -0.35401  C81 1.514, C84 1.528, H90 1.091, H91 1.087
86 H 9.04131 3.90224 -2.51152  C83 1.091
87 H 7.91777 4.76921 -1.44971  C83 1.087
88 H 10.43987 4.15732 -0.51726  C84 1.087
89 H 9.03919 4.00978 0.54150  C84 1.091
90 H 10.36205 1.74389 -1.01991  C85 1.091
91 H 9.74100 1.70679 0.63755  C85 1.087
92 O 11.15280 0.93269 4.22329  C93 1.193
93 C 10.15660 0.33774 3.94763  O92 1.193, O94 1.359, C97 1.520
94 O 10.02201 -0.34432 2.77997  C93 1.359, C95 1.436
95 C 8.69103 -0.86739 2.65349  O94 1.436, C96 1.526, H98 1.093, H99 1.087
96 C 8.15093 -0.94759 4.07834  C95 1.526, C97 1.527, H100 1.088, H101 1.090
97 C 8.86916 0.22306 4.74663  C93 1.520, C96 1.527, H102 1.092, H103 1.086
98 H 8.11994 -0.17929 2.02438  C95 1.093
99 H 8.74366 -1.83181 2.15520  C95 1.087
100 H 7.06532 -0.89431 4.12500  C96 1.088
101 H 8.46401 -1.88535 4.53809  C96 1.090
102 H 8.32230 1.16130 4.63447  C97 1.092
103 H 9.09369 0.06843 5.79796  C97 1.086

The value obtained for the HOMO energy is -10.163 eV. As for the total energy: -75897.858 eV. As for the LUMO energy: -0.076 Eh. The calculation puts the molar mass at 725.75 g/mol. Its net charge is +1. Its orbital gap is 8.105 eV. As for the spin multiplicity: 1. The largest force on an atom is 1.140 eV/Å.

Mulliken population analysis, charges in e, atoms 1 to 8: -0.95 -0.24 -0.35 0.28 0.42 -0.20 -0.97 -1.29